Below is C37H37AsN7O10S3W as an isolated structure at a distorted geometry, with properties calculated with ωB97M-V with the def2-TZVPD basis set.

The largest force on an atom comes out at 4.17 eV/A. As for the charge: +3. The molecular weight comes out at 1094.7 Da. The value obtained for the HOMO energy is -0.5419 Eh. The value obtained for the relative energy (zero: lowest compared OMol25 entry of this formula, charge and spin) is 2.989 eV.

Cartesian coordinates (Å):
W: 1.863 0.030 1.113
N: -4.006 4.274 5.743
C: -2.909 3.814 5.127
C: -2.617 4.199 3.793
C: -1.525 3.698 3.147
C: -0.675 2.798 3.818
C: -0.926 2.432 5.155
C: -2.021 2.933 5.793
S: 0.652 2.174 2.973
O: 1.827 2.063 3.780
O: 0.758 2.879 1.729
N: 0.330 0.535 2.305
C: 0.498 -0.534 3.195
N: 0.783 -1.646 2.501
C: 0.993 -2.740 3.258
C: 0.959 -2.703 4.625
C: 0.690 -1.475 5.216
N: 0.434 -0.390 4.494
H: -4.606 4.947 5.300
H: -4.203 4.044 6.702
H: -3.263 4.912 3.293
H: -1.286 4.019 2.141
H: -0.242 1.768 5.665
H: -2.208 2.674 6.829
H: 1.176 -3.660 2.714
H: 1.124 -3.594 5.213
H: 0.677 -1.342 6.293
O: 4.836 1.586 3.542
As: 4.151 0.699 2.286
O: 3.119 1.602 1.277
O: 2.913 -0.352 2.784
C: 5.643 -0.290 1.617
C: 6.882 -0.055 2.163
C: 7.963 -0.815 1.708
C: 7.799 -1.773 0.723
C: 6.541 -2.029 0.182
C: 5.465 -1.299 0.635
S: 3.896 -1.525 -0.103
O: 3.947 -2.392 -1.215
O: 2.868 -1.863 0.962
O: 3.432 -0.113 -0.371
H: 4.178 2.109 4.026
H: 7.011 0.701 2.922
H: 8.941 -0.649 2.141
H: 8.655 -2.326 0.361
H: 6.396 -2.782 -0.583
C: -4.972 -0.786 -0.652
C: -3.682 -0.056 -0.895
C: -3.065 0.680 0.124
C: -1.860 1.318 -0.086
C: -1.243 1.198 -1.327
C: -1.833 0.489 -2.363
C: -3.061 -0.113 -2.143
S: 0.409 1.785 -1.558
C: 0.266 3.526 -1.141
O: 1.226 1.157 -0.344
H: -5.545 -0.333 0.157
H: -4.770 -1.825 -0.377
H: -5.590 -0.803 -1.549
H: -3.544 0.763 1.095
H: -1.424 1.938 0.680
H: -1.354 0.408 -3.334
H: -3.535 -0.647 -2.960
H: -0.783 3.811 -1.160
H: 0.825 4.083 -1.892
H: 0.699 3.674 -0.157
C: -4.960 0.815 -5.225
C: -3.790 -0.137 -5.246
C: -2.488 0.311 -5.457
C: -1.415 -0.571 -5.489
C: -1.631 -1.931 -5.306
N: -0.571 -2.886 -5.418
C: 0.738 -2.731 -5.076
O: 1.666 -3.330 -5.548
N: 0.974 -1.792 -4.004
C: 0.560 -2.001 -2.708
C: -0.430 -2.925 -2.343
C: -0.820 -2.989 -1.026
C: -0.257 -2.156 -0.081
N: 0.727 -1.309 -0.398
C: 1.126 -1.256 -1.685
C: -2.924 -2.397 -5.097
C: -3.986 -1.507 -5.068
H: -4.634 1.850 -5.331
H: -5.528 0.719 -4.298
H: -5.647 0.596 -6.045
H: -2.309 1.369 -5.626
H: -0.418 -0.205 -5.704
H: -0.725 -3.637 -6.075
H: 1.861 -1.327 -4.127
H: -0.865 -3.580 -3.087
H: -1.573 -3.702 -0.712
H: -0.594 -2.161 0.936
H: 1.935 -0.597 -1.928
H: -3.102 -3.463 -4.986
H: -4.996 -1.885 -4.932

Löwdin population analysis, charges in e, atoms 1 to 8: 2.00 0.18 -0.27 0.00 -0.05 -0.32 -0.05 0.00

Below is C37H37BrN3O2PPdSe2 as an isolated structure at a distorted geometry, with properties calculated with ωB97M-V with the def2-TZVPD basis set.

The largest force on an atom comes out at 2.11 eV/A. As for the charge: +2. The molecular weight comes out at 930.9 Da. The value obtained for the HOMO energy (spin up / spin down) is -0.4590 / -0.4591 Eh. The value obtained for the relative energy (zero: lowest compared OMol25 entry of this formula, charge and spin) is 2.591 eV.

Cartesian coordinates (Å):
Pd: -0.327 0.122 0.716
O: -0.546 -2.767 -1.466
C: -0.965 -3.932 -0.882
C: -1.050 -5.073 -1.663
C: -1.503 -6.260 -1.107
C: -1.877 -6.319 0.229
C: -1.782 -5.177 1.009
C: -1.313 -3.981 0.472
C: -1.170 -2.774 1.361
O: -1.612 -1.567 0.804
N: 0.244 -2.651 1.722
N: 0.652 -1.458 2.132
C: 1.746 -1.326 2.792
C: 2.247 -0.061 3.259
Br: 1.068 1.392 2.986
C: 3.405 0.044 3.923
C: 4.142 1.201 4.420
C: 4.119 2.456 3.804
C: 4.892 3.491 4.301
C: 5.680 3.297 5.428
C: 5.715 2.056 6.044
C: 4.971 1.010 5.528
H: -0.866 -2.057 -0.892
H: -0.764 -5.009 -2.707
H: -1.575 -7.146 -1.727
H: -2.237 -7.245 0.660
H: -2.059 -5.213 2.059
H: -1.728 -2.984 2.284
H: 0.784 -3.479 1.920
H: 2.332 -2.207 3.048
H: 3.867 -0.917 4.144
H: 3.542 2.606 2.902
H: 4.889 4.452 3.803
H: 6.280 4.112 5.814
H: 6.333 1.902 6.920
H: 5.011 0.033 5.999
Se: 2.002 0.225 -0.209
P: 1.060 0.581 -2.127
Se: -1.093 0.618 -1.721
C: 1.421 -0.731 -3.301
C: 2.573 -1.498 -3.149
C: 2.814 -2.546 -4.026
C: 1.914 -2.820 -5.046
C: 0.774 -2.042 -5.207
C: 0.520 -0.999 -4.330
C: 1.575 2.146 -2.840
C: 0.898 2.603 -3.972
C: 1.303 3.775 -4.582
C: 2.374 4.495 -4.062
C: 3.046 4.039 -2.938
C: 2.649 2.860 -2.319
H: 3.277 -1.285 -2.355
H: 3.701 -3.156 -3.904
H: 2.102 -3.647 -5.721
H: 0.076 -2.254 -6.007
H: -0.382 -0.408 -4.442
H: 0.058 2.046 -4.374
H: 0.787 4.129 -5.466
H: 2.686 5.416 -4.538
H: 3.882 4.600 -2.540
H: 3.175 2.504 -1.444
C: -6.345 0.208 -0.188
N: -4.932 0.218 -0.683
C: -4.671 1.474 -1.453
C: -3.915 -0.088 0.436
C: -3.256 1.133 1.019
C: -4.014 2.003 1.810
C: -3.490 3.183 2.312
C: -2.180 3.528 2.024
C: -1.383 2.660 1.287
C: -1.918 1.476 0.848
H: -7.024 0.286 -1.033
H: -6.492 1.056 0.474
H: -6.537 -0.718 0.345
H: -4.838 -0.554 -1.339
H: -4.759 2.327 -0.788
H: -5.408 1.554 -2.248
H: -3.676 1.450 -1.877
H: -3.170 -0.759 0.036
H: -4.464 -0.628 1.201
H: -5.039 1.735 2.045
H: -4.105 3.835 2.918
H: -1.763 4.463 2.377
H: -0.361 2.934 1.058

Löwdin population analysis, charges in e, atoms 1 to 8: 0.59 0.01 -0.26 0.00 -0.06 -0.08 -0.03 -0.12

Below is C37H37BrN3O2PPdSe2 as an isolated structure, with properties calculated with ωB97M-V with the def2-TZVPD basis set.

The largest force on an atom comes out at 0.81 eV/A. As for the charge: +2. The molecular weight comes out at 930.9 Da. The value obtained for the HOMO energy is -0.4436 Eh. The value obtained for the relative energy (zero: lowest compared OMol25 entry of this formula, charge and spin) is 2.543 eV.

Cartesian coordinates (Å):
Pd: 0.254 -0.291 -0.692
O: 1.019 -2.149 -2.670
C: 0.524 -3.434 -2.743
C: 0.389 -4.031 -3.989
C: -0.023 -5.350 -4.071
C: -0.274 -6.080 -2.917
C: -0.143 -5.469 -1.680
C: 0.230 -4.133 -1.567
C: 0.194 -3.460 -0.193
O: 0.903 -2.294 -0.104
N: -1.220 -3.232 0.158
N: -1.753 -2.057 -0.088
C: -3.010 -1.865 0.053
C: -3.611 -0.573 -0.161
Br: -2.356 0.732 -0.780
C: -4.908 -0.287 -0.030
C: -5.641 0.962 -0.229
C: -5.176 2.198 0.226
C: -5.920 3.346 0.014
C: -7.136 3.279 -0.653
C: -7.619 2.052 -1.085
C: -6.884 0.900 -0.864
H: 1.381 -2.133 -1.751
H: 0.635 -3.463 -4.876
H: -0.122 -5.818 -5.041
H: -0.565 -7.119 -2.981
H: -0.337 -6.040 -0.778
H: 0.554 -4.180 0.560
H: -1.822 -4.026 0.330
H: -3.695 -2.660 0.348
H: -5.521 -1.149 0.224
H: -4.254 2.255 0.790
H: -5.564 4.297 0.386
H: -7.715 4.177 -0.816
H: -8.575 1.990 -1.586
H: -7.271 -0.056 -1.192
Se: 0.298 0.087 1.650
P: 2.443 -0.511 1.634
Se: 2.635 -0.049 -0.512
C: 2.782 -2.187 2.140
C: 2.573 -2.521 3.478
C: 2.867 -3.802 3.907
C: 3.383 -4.731 3.011
C: 3.596 -4.388 1.683
C: 3.288 -3.115 1.237
C: 3.402 0.637 2.625
C: 2.878 1.165 3.801
C: 3.670 1.974 4.600
C: 4.977 2.255 4.224
C: 5.497 1.731 3.048
C: 4.713 0.918 2.246
H: 2.185 -1.795 4.183
H: 2.700 -4.076 4.939
H: 3.619 -5.729 3.352
H: 3.993 -5.117 0.990
H: 3.413 -2.856 0.194
H: 1.859 0.950 4.105
H: 3.271 2.379 5.519
H: 5.595 2.881 4.853
H: 6.516 1.947 2.759
H: 5.130 0.503 1.335
C: 0.358 5.551 -0.376
N: 0.383 4.267 0.377
C: -0.994 3.756 0.606
C: 1.300 3.212 -0.218
C: 0.862 2.700 -1.557
C: 1.070 3.479 -2.700
C: 0.736 3.027 -3.963
C: 0.198 1.762 -4.123
C: -0.002 0.956 -3.008
C: 0.345 1.418 -1.743
H: -0.217 6.273 0.197
H: -0.117 5.377 -1.338
H: 1.376 5.905 -0.512
H: 0.794 4.468 1.291
H: -1.408 3.475 -0.358
H: -1.593 4.548 1.048
H: -0.947 2.891 1.262
H: 1.340 2.410 0.520
H: 2.283 3.683 -0.274
H: 1.538 4.451 -2.602
H: 0.914 3.657 -4.823
H: -0.065 1.391 -5.104
H: -0.406 -0.045 -3.153

Löwdin population analysis, charges in e, atoms 1 to 8: 0.55 -0.03 -0.25 0.00 -0.07 -0.07 -0.04 -0.10

Below is C37H37CrF6N2O10PS3Te as an isolated structure at a distorted geometry, with properties calculated with ωB97M-V with the def2-TZVPD basis set.

The spin multiplicity is 2. The largest force on an atom comes out at 3.22 eV/A. As for the charge: -1. Its expectation value of S² is 0.76. The molecular weight comes out at 1090.5 Da. The value obtained for the HOMO energy (spin up / spin down) is -0.2059 / -0.1992 Eh. The value obtained for the relative energy (zero: lowest compared OMol25 entry of this formula, charge and spin) is 4.110 eV.

Cartesian coordinates (Å):
Cr: -0.382 -0.424 -1.851
O: 1.554 -0.474 0.139
C: 2.809 -0.225 -0.464
C: 2.669 -0.787 -1.943
O: 3.686 -1.047 -2.562
O: 1.482 -0.879 -2.339
C: 3.925 -0.965 0.215
C: 5.247 -0.596 0.000
C: 6.275 -1.314 0.583
C: 5.996 -2.408 1.386
C: 4.681 -2.789 1.590
C: 3.651 -2.076 1.004
C: 3.010 1.280 -0.497
C: 2.801 2.024 -1.650
C: 2.852 3.408 -1.608
C: 3.099 4.063 -0.412
C: 3.311 3.327 0.741
C: 3.270 1.946 0.697
H: 1.619 -0.264 1.078
H: 5.460 0.251 -0.634
H: 7.300 -1.016 0.409
H: 6.803 -2.967 1.839
H: 4.455 -3.648 2.207
H: 2.627 -2.390 1.139
H: 2.598 1.523 -2.586
H: 2.687 3.976 -2.513
H: 3.119 5.142 -0.379
H: 3.507 3.826 1.680
H: 3.453 1.373 1.596
C: 1.079 2.608 4.482
C: -0.021 1.875 3.692
C: 0.349 0.388 3.683
C: -1.382 2.053 4.384
C: -0.116 2.455 2.289
C: -0.094 3.845 2.127
C: -0.193 4.441 0.889
C: -0.282 3.629 -0.223
S: -0.385 4.080 -1.896
C: -0.331 2.395 -2.318
N: -0.261 1.562 -1.298
C: -0.267 2.229 -0.103
C: -0.236 1.654 1.166
C: -0.290 1.873 -3.640
C: -0.195 2.634 -4.809
C: -0.046 1.980 -6.012
C: 0.007 0.590 -6.042
C: -0.109 -0.151 -4.877
C: -0.280 0.470 -3.652
H: 1.309 2.057 5.393
H: 0.769 3.610 4.762
H: 1.984 2.686 3.882
H: 0.435 0.036 4.711
H: 1.310 0.239 3.192
H: -0.410 -0.219 3.188
H: -1.327 1.712 5.417
H: -2.153 1.480 3.869
H: -1.680 3.100 4.375
H: -0.018 4.484 2.991
H: -0.189 5.514 0.784
H: -0.316 0.582 1.216
H: -0.224 3.715 -4.751
H: 0.046 2.542 -6.931
H: 0.139 0.081 -6.987
H: -0.064 -1.230 -4.914
F: -4.357 -1.830 -4.238
C: -3.016 -1.565 -4.269
F: -2.592 -1.925 -5.487
F: -2.936 -0.218 -4.189
S: -2.427 -2.454 -2.600
O: -0.960 -2.174 -2.581
O: -2.682 -3.838 -3.000
N: -4.498 -1.014 -0.726
S: -3.076 -0.385 -0.058
O: -2.339 -0.155 -1.352
O: -3.997 -0.403 1.756
C: -3.735 1.413 0.121
F: -5.056 1.530 0.228
F: -3.190 2.008 1.194
F: -3.364 2.151 -0.937
C: -5.048 -2.219 -0.171
C: -4.126 -3.453 -0.307
O: -2.745 -3.134 -0.274
P: -1.759 -2.547 0.873
O: -0.713 -1.706 0.284
Te: -3.062 -1.729 2.761
O: -1.017 -3.850 1.437
C: -1.702 -4.962 1.983
C: -0.903 -5.506 3.158
H: -5.272 -2.009 0.876
H: -5.986 -2.430 -0.686
H: -4.325 -1.090 -1.721
H: -4.239 -3.909 -1.296
H: -4.372 -4.180 0.477
H: -1.808 -5.717 1.197
H: -2.704 -4.657 2.318
H: 0.132 -5.644 2.855
H: -1.318 -6.459 3.473
H: -0.931 -4.812 3.996

Löwdin population analysis, charges in e, atoms 1 to 8: 0.88 -0.04 -0.32 -0.56 0.08 -0.06 -0.15 -0.02

Below is C37H37CrNO4Sb2 as an isolated structure at a distorted geometry, with properties calculated with ωB97M-V with the def2-TZVPD basis set.

The spin multiplicity is 4. The largest force on an atom comes out at 1.10 eV/A. As for the charge: +1. Its expectation value of S² is 3.82. The molecular weight comes out at 855.2 Da. The value obtained for the HOMO energy (spin up / spin down) is -0.3764 / -0.3765 Eh. The value obtained for the relative energy (zero: lowest compared OMol25 entry of this formula, charge and spin) is 0.191 eV.

Cartesian coordinates (Å):
Cr: 0.436 0.621 0.528
N: 2.859 0.587 0.795
C: 3.130 1.859 0.038
C: 1.719 2.049 -0.426
O: 0.912 2.656 0.337
O: 1.257 1.215 -1.284
H: 3.305 0.607 1.705
H: 3.198 -0.212 0.271
H: 3.847 1.750 -0.769
H: 3.428 2.653 0.715
C: -0.021 0.006 4.695
C: 0.220 -0.366 3.266
O: 0.045 0.564 2.430
C: 0.597 -1.690 2.883
C: 0.877 -2.662 3.883
C: 1.200 -3.941 3.549
C: 1.226 -4.305 2.185
C: 0.944 -3.404 1.192
C: 0.650 -2.066 1.518
O: 0.408 -1.234 0.532
H: -0.421 1.014 4.742
H: 0.919 -0.026 5.251
H: -0.712 -0.691 5.168
H: 0.838 -2.378 4.926
H: 1.425 -4.671 4.314
H: 1.477 -5.323 1.913
H: 0.947 -3.686 0.147
C: -2.764 -1.739 0.979
C: -3.893 -0.699 1.119
C: -3.432 0.768 1.087
Sb: -1.952 1.420 -0.300
C: -2.219 3.495 -0.074
C: -2.097 4.323 -1.187
C: -2.385 5.677 -1.078
C: -2.797 6.205 0.137
C: -2.896 5.388 1.255
C: -2.603 4.034 1.151
C: -2.608 1.285 -2.260
C: -3.974 1.317 -2.521
C: -4.421 1.154 -3.822
C: -3.507 0.966 -4.854
C: -2.145 0.965 -4.591
C: -1.687 1.120 -3.286
Sb: -2.661 -2.078 -1.184
C: -0.959 -3.168 -1.876
C: 0.156 -2.444 -2.316
C: 1.231 -3.082 -2.918
C: 1.201 -4.458 -3.117
C: 0.085 -5.182 -2.728
C: -0.992 -4.540 -2.122
C: -3.982 -3.739 -0.985
C: -5.196 -3.755 -1.669
C: -6.099 -4.802 -1.493
C: -5.797 -5.839 -0.627
C: -4.586 -5.839 0.059
C: -3.687 -4.797 -0.119
H: -3.032 -2.687 1.437
H: -1.843 -1.376 1.437
H: -4.407 -0.839 2.073
H: -4.649 -0.866 0.345
H: -2.923 1.001 2.026
H: -4.275 1.451 0.984
H: -1.788 3.922 -2.145
H: -2.295 6.317 -1.947
H: -3.044 7.256 0.214
H: -3.206 5.801 2.206
H: -2.674 3.413 2.036
H: -4.693 1.465 -1.722
H: -5.483 1.174 -4.033
H: -3.861 0.821 -5.866
H: -1.435 0.839 -5.398
H: -0.623 1.102 -3.082
H: 0.193 -1.366 -2.197
H: 2.087 -2.505 -3.246
H: 2.035 -4.958 -3.592
H: 0.042 -6.249 -2.906
H: -1.855 -5.127 -1.837
H: -5.448 -2.948 -2.347
H: -7.035 -4.805 -2.037
H: -6.500 -6.649 -0.483
H: -4.346 -6.652 0.733
H: -2.746 -4.815 0.421

Löwdin population analysis, charges in e, atoms 1 to 8: 0.74 0.06 -0.09 -0.66 -0.04 -0.07 0.11 0.12